1.
# C9H15Cl6FO6

A 5-piece molecular cluster, C9H15Cl6FO6 overall (wB97M-V/def2-TZVPD, OMol25).

Output
Kohn-Sham gap ... 0.4142 hartree
HOMO level ... -10.908 eV
Relative energy (zero: lowest compared OMol25 entry of this formula, charge and spin) ... 0.0 kJ/mol

```
! RIJCOSX wB97M-V def2-TZVPD def2/J DEFGRID3
* xyz 0 1
O 12.396 3.731 -1.800
C 11.238 3.931 -1.346
O 10.981 4.780 -0.396
C 9.666 4.513 0.126
C 8.963 3.874 -1.105
F 8.553 4.741 -2.072
O 10.100 3.197 -1.514
H 9.609 3.799 0.948
H 9.129 5.394 0.477
H 8.036 3.327 -0.935
C -11.878 -5.183 -0.317
O -10.740 -5.738 0.222
C -9.527 -5.399 -0.318
O -9.314 -4.773 -1.335
O -8.557 -5.691 0.535
C -7.271 -5.159 0.374
H -11.876 -5.245 -1.405
H -12.013 -4.189 0.109
H -12.769 -5.723 0.005
H -6.783 -5.396 1.319
H -7.326 -4.084 0.204
H -6.694 -5.580 -0.450
Cl 0.741 0.727 -0.384
C -0.403 -0.639 -0.216
Cl -2.093 -0.133 -0.150
H -0.197 -1.395 -0.974
H -0.239 -1.060 0.776
Cl -0.034 3.950 -7.354
C 1.547 3.596 -6.741
Cl 2.139 4.876 -5.582
H 1.539 2.707 -6.112
H 2.205 3.491 -7.604
Cl 1.218 0.400 7.368
C 2.236 1.085 8.608
Cl 2.444 -0.028 9.896
H 3.225 1.297 8.202
H 1.749 2.002 8.943
*
```


2.
# C3H4P2

One molecule with the formula C3H4P2 (wB97M-V/def2-TZVPD, OMol25).

Output
Kohn-Sham gap (spin up / spin down) ... 0.2343 / 0.2601 hartree
HOMO level (spin up / spin down) ... -7.652 / -7.925 eV
Relative energy (zero: lowest compared OMol25 entry of this formula, charge and spin) ... 244.7 kJ/mol

```
! RIJCOSX wB97M-V def2-TZVPD def2/J DEFGRID3
* xyz 0 1
C 0.435 -2.179 -0.259
C 0.275 -0.992 0.290
P -0.884 0.293 0.509
P -1.124 2.116 1.527
C -0.153 1.874 -0.071
H 1.385 -2.675 -0.116
H -0.300 -2.690 -0.866
H 0.931 1.966 -0.027
H -0.566 2.287 -0.987
*
```


3.
# H2N2O2

A 2-piece molecular cluster, H2N2O2 overall (wB97M-V/def2-TZVPD, OMol25).

Output
Kohn-Sham gap (spin up / spin down) ... 0.3590 / 0.3571 hartree
HOMO level (spin up / spin down) ... -10.887 / -9.986 eV
Relative energy (zero: lowest compared OMol25 entry of this formula, charge and spin) ... 407.3 kJ/mol

```
! RIJCOSX wB97M-V def2-TZVPD def2/J DEFGRID3
* xyz 0 1
N 0.200 -0.018 0.469
N -3.200 -0.267 -0.190
O -4.097 0.380 0.217
O -2.040 -0.357 -0.063
H 0.523 -0.840 0.939
H 0.002 0.880 1.072
*
```


4.
# C46H58Cl2N7P3Si2V

C46H58Cl2N7P3Si2V as an isolated structure (wB97M-V/def2-TZVPD, OMol25).

Output
Kohn-Sham gap (spin up / spin down) ... 0.1992 / 0.2013 hartree
HOMO level (spin up / spin down) ... -3.639 / -3.697 eV

```
! RIJCOSX wB97M-V def2-TZVPD def2/J DEFGRID3
* xyz -1 3
V 0.433 -0.670 0.246
C 1.144 -4.295 0.823
Si 1.942 -2.543 0.732
C 3.585 -2.899 -0.237
C 2.647 -2.295 2.509
C 3.669 -3.116 2.994
C 4.210 -2.946 4.259
C 3.726 -1.933 5.076
C 2.698 -1.124 4.616
C 2.142 -1.285 3.344
Si 0.587 -0.289 2.782
C -0.567 -1.115 4.125
C 0.810 1.376 3.811
H 1.872 -5.073 1.075
H 0.672 -4.567 -0.126
H 0.361 -4.304 1.587
H 4.171 -3.691 0.236
H 4.210 -2.001 -0.270
H 3.401 -3.212 -1.268
H 4.053 -3.918 2.370
H 5.005 -3.598 4.608
H 4.134 -1.787 6.071
H 2.314 -0.350 5.277
H -0.113 -0.989 5.111
H -0.668 -2.189 3.950
H -1.571 -0.675 4.170
H 0.563 1.203 4.861
H 0.150 2.177 3.462
H 1.839 1.744 3.779
C -4.059 0.370 -4.292
C -2.867 0.083 -4.944
C -1.844 -0.563 -4.270
C -1.994 -0.948 -2.938
C -3.190 -0.645 -2.290
C -4.216 0.005 -2.964
P -0.583 -1.779 -2.087
C -0.387 -3.238 -3.194
C -1.379 -3.740 -4.037
C -1.199 -4.948 -4.694
C -0.023 -5.667 -4.531
C 0.980 -5.167 -3.714
C 0.795 -3.964 -3.050
C -1.510 -2.533 -0.722
C -2.464 -3.538 -0.858
C -3.220 -3.909 0.241
C -3.061 -3.204 1.429
C -2.112 -2.199 1.533
C -1.240 -1.858 0.483
H -4.864 0.869 -4.818
H -2.731 0.369 -5.981
H -0.915 -0.786 -4.781
H -3.330 -0.935 -1.258
H -5.141 0.224 -2.444
H -2.301 -3.190 -4.174
H -1.992 -5.337 -5.322
H 0.106 -6.621 -5.028
H 1.904 -5.716 -3.583
H 1.564 -3.581 -2.390
H -2.617 -4.026 -1.813
H -3.934 -4.721 0.170
H -3.677 -3.452 2.288
H -2.047 -1.668 2.471
C 3.302 3.991 -0.302
N 2.596 3.663 0.993
C 3.653 3.289 2.035
N 4.498 2.255 1.581
C 5.124 2.636 0.332
N 4.148 2.933 -0.709
C 3.421 1.749 -1.189
P 2.202 0.926 0.045
C 1.594 2.576 0.766
C 3.737 0.987 1.400
H 3.887 4.899 -0.126
H 2.534 4.179 -1.055
H 2.103 4.490 1.327
H 3.114 2.977 2.926
H 4.222 4.203 2.232
H 5.758 1.819 -0.008
H 5.741 3.528 0.495
H 4.173 1.018 -1.488
H 2.885 2.049 -2.092
H 1.123 2.342 1.715
H 0.832 2.969 0.094
H 4.460 0.218 1.101
H 3.362 0.672 2.377
Cl 2.774 -0.804 -2.785
C 1.659 0.373 -3.375
C 1.697 0.682 -4.720
C 0.879 1.675 -5.238
C 0.006 2.329 -4.388
C -0.026 2.002 -3.048
Cl -1.134 2.870 -2.029
C 0.804 1.036 -2.420
N 0.817 0.884 -1.076
H 2.384 0.141 -5.358
H 0.916 1.929 -6.289
H -0.670 3.089 -4.756
C -4.325 4.186 2.456
N -3.915 4.304 1.062
C -4.675 3.339 0.266
N -4.572 1.968 0.747
C -4.968 1.930 2.147
N -4.202 2.840 2.996
C -2.803 2.420 3.083
P -1.876 2.377 1.443
C -2.476 4.087 0.918
C -3.225 1.432 0.555
H -5.375 4.489 2.528
H -3.721 4.868 3.060
H -4.325 3.380 -0.768
H -5.728 3.637 0.300
H -4.854 0.912 2.523
H -6.023 2.217 2.213
H -2.765 1.415 3.512
H -2.278 3.089 3.772
H -2.204 4.259 -0.123
H -1.952 4.834 1.526
H -3.188 0.398 0.910
H -2.993 1.422 -0.510
*
```


5.
# C7H16O

A 2-piece molecular cluster, C7H16O overall (wB97M-V/def2-TZVPD, OMol25).

Output
Kohn-Sham gap ... 0.1355 hartree
HOMO level ... -6.512 eV
Relative energy (zero: lowest compared OMol25 entry of this formula, charge and spin) ... 638.6 kJ/mol

```
! RIJCOSX wB97M-V def2-TZVPD def2/J DEFGRID3
* xyz 0 1
C 1.687 0.491 -1.460
C 1.607 0.231 0.029
C 0.400 -0.790 0.250
C -0.982 -0.464 -0.007
C -1.651 -0.591 -1.338
C -1.597 0.678 0.681
C -2.413 0.200 2.084
H 0.774 0.362 -2.047
H 2.459 -0.194 -1.806
H 2.064 1.494 -1.688
H 2.594 -0.136 0.370
H 1.305 1.110 0.623
H 0.780 -1.673 -0.295
H 0.399 -1.072 1.324
H -1.290 -1.427 -1.946
H -2.727 -0.892 -1.276
H -2.314 1.195 0.042
H -1.017 1.515 1.138
H -3.130 -0.560 1.794
H -2.916 1.012 2.620
H -1.640 -0.246 2.699
H -1.734 0.354 -1.908
H 5.083 -0.289 0.310
O 4.263 -0.308 -0.193
*
```


6.
# CH4FNO

A 2-piece molecular cluster, CH4FNO overall (wB97M-V/def2-TZVPD, OMol25).

Output
Kohn-Sham gap (spin up / spin down) ... 0.2635 / 0.3906 hartree
HOMO level (spin up / spin down) ... -6.597 / -11.603 eV
Relative energy (zero: lowest compared OMol25 entry of this formula, charge and spin) ... 0.9 kJ/mol

```
! RIJCOSX wB97M-V def2-TZVPD def2/J DEFGRID3
* xyz 0 3
C -0.613 -0.563 -0.564
N 1.444 0.025 0.635
O -1.565 -0.389 0.350
F 2.266 0.634 -0.313
H -0.514 0.371 -1.036
H -0.141 -1.530 -0.563
H 0.939 0.901 1.117
H -1.816 0.551 0.374
*
```


7.
# C21H22FN3O3S

One molecule with the formula C21H22FN3O3S (wB97M-V/def2-TZVPD, OMol25).

Output
Kohn-Sham gap ... 0.3058 hartree
HOMO level ... -7.934 eV
Relative energy (zero: lowest compared OMol25 entry of this formula, charge and spin) ... 28.2 kJ/mol

```
! RIJCOSX wB97M-V def2-TZVPD def2/J DEFGRID3
* xyz 0 1
C 2.260 4.580 7.247
O 3.081 3.686 6.537
C 2.597 3.130 5.390
C 1.338 3.373 4.853
C 0.955 2.750 3.679
C 1.813 1.876 3.021
N 1.350 1.289 1.835
C 1.960 0.371 1.058
O 3.053 -0.120 1.246
C 1.118 -0.041 -0.160
C -0.218 -0.688 0.244
C -1.346 0.337 0.295
O -1.352 1.390 0.896
N -2.337 -0.141 -0.493
C -3.596 0.517 -0.726
C -2.002 -1.366 -1.053
S -3.035 -2.265 -1.941
N -0.735 -1.661 -0.695
C -0.109 -2.926 -0.984
C 0.751 -2.912 -2.263
C -0.043 -2.419 -3.439
C -0.112 -1.059 -3.717
C -0.897 -0.585 -4.752
C -1.612 -1.493 -5.509
F -2.381 -1.037 -6.520
C -1.554 -2.852 -5.266
C -0.766 -3.306 -4.225
C 3.075 1.631 3.557
C 3.456 2.252 4.727
H 2.845 4.894 8.110
H 1.340 4.097 7.590
H 2.007 5.459 6.645
H 0.645 4.045 5.335
H -0.025 2.942 3.268
H 0.410 1.579 1.571
H 1.717 -0.759 -0.717
H 0.940 0.833 -0.791
H -0.098 -1.157 1.233
H -3.722 0.705 -1.793
H -4.414 -0.118 -0.385
H -3.590 1.455 -0.175
H -0.913 -3.658 -1.113
H 0.507 -3.212 -0.128
H 1.632 -2.285 -2.118
H 1.090 -3.934 -2.438
H 0.456 -0.360 -3.120
H -0.961 0.469 -4.973
H -2.126 -3.532 -5.877
H -0.722 -4.364 -4.015
H 3.748 0.956 3.056
H 4.430 2.071 5.152
*
```


8.
# C19H28N4O4S2

One molecule with the formula C19H28N4O4S2 (wB97M-V/def2-TZVPD, OMol25).

Output
Kohn-Sham gap ... 0.3098 hartree
HOMO level ... -8.822 eV
Relative energy (zero: lowest compared OMol25 entry of this formula, charge and spin) ... 135.9 kJ/mol

```
! RIJCOSX wB97M-V def2-TZVPD def2/J DEFGRID3
* xyz 0 1
C 2.607 1.062 1.147
C 2.153 1.932 -0.020
C 1.847 1.090 -1.257
C 1.286 1.934 -2.413
N 0.369 1.222 -3.267
C 0.816 0.067 -4.007
C 1.640 0.462 -5.235
C 0.834 1.343 -6.186
C 1.652 1.757 -7.403
S -1.237 1.406 -2.929
O -1.504 2.807 -2.792
O -1.983 0.637 -3.878
C -1.420 0.661 -1.300
C -1.440 -0.716 -1.179
C -1.441 -1.282 0.083
C -1.399 -0.470 1.217
C -1.361 -1.148 2.541
O -1.848 -2.230 2.754
N -0.680 -0.434 3.511
C -0.530 -0.831 4.809
N 0.030 -0.128 5.744
N -0.044 -0.871 6.868
C -0.633 -1.978 6.564
C -0.990 -3.088 7.458
S -2.809 -3.136 7.706
C -3.308 -3.923 6.147
O -0.968 -2.019 5.244
C -1.427 0.917 1.078
C -1.441 1.479 -0.186
H 2.793 1.669 2.029
H 3.524 0.534 0.896
H 1.845 0.323 1.387
H 1.256 2.483 0.267
H 2.930 2.661 -0.258
H 1.113 0.326 -0.987
H 2.755 0.575 -1.577
H 0.715 2.778 -2.023
H 2.103 2.336 -3.019
H -0.089 -0.444 -4.336
H 1.394 -0.607 -3.361
H 1.951 -0.451 -5.747
H 2.542 0.990 -4.919
H -0.056 0.799 -6.507
H 0.496 2.229 -5.647
H 1.981 0.881 -7.960
H 1.058 2.381 -8.066
H 2.533 2.320 -7.101
H -1.461 -1.322 -2.070
H -1.459 -2.353 0.215
H -0.263 0.461 3.303
H -0.688 -4.050 7.045
H -0.544 -2.922 8.435
H -2.957 -3.341 5.301
H -4.393 -3.951 6.154
H -2.911 -4.934 6.111
H -1.466 1.561 1.945
H -1.472 2.547 -0.332
*
```


9.
# C5H3ClO2

One molecule with the formula C5H3ClO2 (wB97M-V/def2-TZVPD, OMol25).

Output
Kohn-Sham gap ... 0.3220 hartree
HOMO level ... -9.374 eV
Relative energy (zero: lowest compared OMol25 entry of this formula, charge and spin) ... 175.8 kJ/mol

```
! RIJCOSX wB97M-V def2-TZVPD def2/J DEFGRID3
* xyz 0 1
O -1.679 -0.641 1.752
C -0.599 -0.434 1.237
O 0.634 -1.168 1.472
C 1.542 -0.971 0.321
C 1.020 0.023 -0.431
C -0.252 0.487 -0.073
C -1.301 1.053 -0.608
Cl -1.009 1.524 -2.359
H 2.568 -1.524 0.293
H 1.563 0.626 -1.233
H -2.486 1.024 -0.369
*
```


10.
# C4H4O2

C4H4O2 as an isolated structure (wB97M-V/def2-TZVPD, OMol25).

Output
Kohn-Sham gap (spin up / spin down) ... 0.3402 / 0.3402 hartree
HOMO level (spin up / spin down) ... -9.901 / -9.901 eV
Relative energy (zero: lowest compared OMol25 entry of this formula, charge and spin) ... 377.4 kJ/mol

```
! RIJCOSX wB97M-V def2-TZVPD def2/J DEFGRID3
* xyz 0 1
O -1.211 0.315 0.866
C -1.162 0.203 -0.435
C 0.398 -0.425 -1.208
O 0.345 -0.731 -2.355
C 1.302 -0.337 -0.135
C 1.189 -0.110 1.108
H -0.030 0.213 1.280
H -1.177 1.150 -1.007
H -1.768 -0.597 -0.894
H 1.827 -0.088 1.972
*
```


11.
# C27H34Br2F6N3O3PS

A 3-piece molecular cluster, C27H34Br2F6N3O3PS overall (wB97M-V/def2-TZVPD, OMol25).

Output
Kohn-Sham gap ... 0.2798 hartree
HOMO level ... -8.659 eV

```
! RIJCOSX wB97M-V def2-TZVPD def2/J DEFGRID3
* xyz 0 1
F 2.412 3.709 5.249
C 1.428 4.356 4.627
F 0.993 5.326 5.426
F 1.968 4.926 3.544
O 0.399 3.561 4.309
C 0.766 2.297 3.721
C -0.049 2.055 2.488
C 0.459 2.238 1.221
C 1.859 2.637 0.860
C 2.528 1.422 0.172
C 4.032 1.366 0.386
F 4.562 2.593 0.535
Br 4.787 0.512 -1.200
C 4.396 0.568 1.681
F 3.536 -0.437 1.851
F 4.248 1.401 2.718
Br 6.206 -0.157 1.810
C -0.394 1.998 0.110
C -1.674 1.558 0.272
P -2.663 1.241 -1.222
S -1.738 1.598 -2.899
C -2.205 1.338 1.561
N -3.478 0.866 1.672
C -3.887 0.681 2.902
C -5.260 0.148 3.118
C -6.355 0.867 2.678
C -7.598 0.311 2.905
C -7.662 -0.913 3.549
N -6.618 -1.604 3.994
C -5.420 -1.060 3.775
C -3.082 0.974 4.027
N -1.862 1.424 3.931
C -1.392 1.605 2.666
H 0.594 1.527 4.463
H 1.815 2.257 3.461
H 1.791 3.446 0.138
H 2.448 3.009 1.686
H 2.050 0.507 0.498
H 2.368 1.492 -0.896
H 0.008 2.139 -0.884
H -3.100 -0.089 -1.148
H -3.790 2.062 -1.065
H -6.239 1.817 2.183
H -8.496 0.805 2.579
H -8.637 -1.353 3.708
H -4.544 -1.590 4.121
H -3.496 0.823 5.013
C 3.459 -2.600 -3.765
C 2.647 -1.318 -3.838
O 3.248 -0.298 -4.615
C 3.478 -0.603 -5.977
C 2.219 -0.939 -6.758
H 4.456 -2.398 -3.368
H 2.963 -3.320 -3.113
H 3.581 -3.066 -4.743
H 2.547 -0.900 -2.836
H 1.630 -1.523 -4.191
H 4.217 -1.408 -6.070
H 3.938 0.291 -6.399
H 1.727 -1.835 -6.378
H 2.464 -1.113 -7.806
H 1.504 -0.117 -6.699
C 1.495 -2.817 -0.218
C 0.191 -2.067 -0.434
O -0.139 -1.861 -1.793
C -0.312 -3.020 -2.586
C -1.420 -3.942 -2.103
H 2.321 -2.292 -0.704
H 1.711 -2.895 0.848
H 1.459 -3.828 -0.624
H 0.276 -1.067 -0.004
H -0.633 -2.565 0.091
H 0.633 -3.568 -2.676
H -0.557 -2.652 -3.582
H -1.216 -4.344 -1.110
H -1.530 -4.784 -2.786
H -2.368 -3.404 -2.057
*
```


12.
# C7H11N

One molecule with the formula C7H11N (wB97M-V/def2-TZVPD, OMol25).

Output
Kohn-Sham gap ... 0.3464 hartree
HOMO level ... -8.263 eV
Relative energy (zero: lowest compared OMol25 entry of this formula, charge and spin) ... 513.5 kJ/mol

```
! RIJCOSX wB97M-V def2-TZVPD def2/J DEFGRID3
* xyz 0 1
C 0.106 0.122 1.938
C 1.461 0.203 1.245
N 0.994 -0.534 0.083
C -0.300 -0.852 0.784
C -1.571 -0.428 -0.228
C -0.708 -0.246 -1.409
C 0.093 0.556 -2.370
C 0.535 0.438 -0.863
H -0.564 1.062 1.882
H 0.033 -0.205 2.992
H 2.243 -0.286 1.794
H 1.857 1.221 0.923
H -0.209 -1.954 1.142
H -2.398 -1.182 -0.405
H -2.022 0.484 0.149
H -0.355 -1.250 -1.587
H -0.078 1.581 -2.643
H 0.686 -0.026 -3.088
H 0.197 1.297 -0.338
*
```